No. 1
Formula: C4H8INS
Source: OMol25
Level of theory: wB97M-V/def2-TZVPD

frontier orbital gap	0.3315	hartree
spin multiplicity	1
electronic energy	-24701.7023	eV

Last column: Mulliken charge in e.
Geometry (Å):
C1 0.5920 -0.7469 -0.0258  0.0305
C2 -1.5890 1.6986 -0.1660  -0.8954
C3 2.9026 -1.3106 -0.1519  -0.7801
C4 -2.1032 0.3809 0.3052  -0.5785
N1 1.5235 -1.4076 -0.5748  -0.3868
S1 -0.9881 -1.0974 -0.6728  -0.0406
I1 -4.2161 0.1128 -0.1032  0.0659
H1 0.7481 0.0243 0.8813  0.2871
H2 -2.3996 2.1794 -0.7250  0.3265
H3 -0.5575 1.7106 -0.5774  0.3125
H4 -1.5382 2.4393 0.6826  0.2753
H5 3.4130 -1.8485 -0.9736  0.2673
H6 3.0184 -1.8864 0.8162  0.2744
H7 3.2260 -0.2909 -0.0166  0.3160
H8 -2.0319 0.0423 1.3019  0.5259

***

No. 2
Formula: C4H8Li2O8
Source: OMol25
Level of theory: wB97M-V/def2-TZVPD

frontier orbital gap	0.2044	hartree
spin multiplicity	1
charge	-2
electronic energy	-21071.2488	eV

Last column: Mulliken charge in e.
Geometry (Å):
Li1 0.0005 -0.0747 0.2749  1.1965
Li2 0.2149 1.0977 -2.3260  0.7327
C1 -2.4216 -0.4666 -2.0499  -0.8035
O1 -1.1390 -0.1807 -1.6112  -0.6505
H1 -2.8411 -1.4126 -1.6603  0.1936
H2 -3.1885 0.2624 -1.7345  0.2247
H3 -2.3521 -0.6005 -3.1437  0.2070
C2 2.1800 2.4097 -0.3488  -0.7555
O2 1.2370 1.4201 -0.3591  -0.6967
H4 2.2052 2.9263 -1.3373  0.0774
H5 2.0184 3.2200 0.3889  0.2194
H6 3.2314 2.1016 -0.1798  0.2253
O3 -0.3324 1.0577 4.0721  -0.4895
C3 -1.3149 0.5595 3.1946  0.5222
O4 -1.0025 0.2777 2.0321  -0.6650
O5 -2.4440 0.4009 3.7378  -0.7779
H7 -1.0466 0.9907 4.7493  0.3037
O6 1.6314 -3.0685 -1.7676  -0.5490
C4 1.4137 -2.9942 -0.3893  0.5336
O7 1.7684 -3.8888 0.3816  -0.7354
O8 0.9507 -1.8604 -0.0642  -0.6752
H8 1.2310 -2.1774 -1.8597  0.3623

***

No. 3
Formula: C4H8MgO
Source: OMol25
Level of theory: wB97M-V/def2-TZVPD

frontier orbital gap (spin up / spin down)	0.2175 / 0.3465	hartree
spin multiplicity	2
expectation value of S²	0.750
charge	+1
electronic energy	-11759.9129	eV

Last column: Mulliken charge in e.
Geometry (Å):
H1 1.2112 0.9249 1.2919  0.3491
C1 0.0479 0.8241 1.2390  -0.9163
C2 -0.8142 -0.5121 1.1694  -0.2484
C3 0.1550 -0.6529 0.1405  -0.0561
C4 -0.0494 -0.5973 -1.3374  -0.4081
O1 0.9705 0.0772 -1.9455  -0.7137
Mg1 1.3010 1.5257 -3.1059  0.6677
H2 -0.3112 1.4352 2.0693  0.4255
H3 -0.0029 1.2232 0.2227  0.2793
H4 -1.8384 -0.3108 0.8521  0.2580
H5 -0.7022 -1.1172 2.0678  0.2894
H6 1.1694 -0.9253 0.4512  0.4488
H7 -1.0676 -0.2085 -1.5326  0.3105
H8 -0.0690 -1.6861 -1.5823  0.3143

***

No. 4
Formula: C4H8MgO3
Source: OMol25
Level of theory: wB97M-V/def2-TZVPD

frontier orbital gap (spin up / spin down)	0.2243 / 0.2240	hartree
spin multiplicity	1
charge	+2
electronic energy	-15838.9461	eV

Last column: Mulliken charge in e.
Geometry (Å):
C1 -3.2433 -0.5579 -0.4633  -1.2039
C2 -1.9233 -1.2723 -0.3394  0.0551
O1 -1.1494 -0.5160 0.6436  -0.2561
H1 -3.8381 -1.0577 -1.2376  0.3744
H2 -3.7968 -0.5759 0.4829  0.3481
H3 -3.0814 0.4847 -0.7634  0.3082
H4 -1.3609 -1.2891 -1.2804  0.2454
H5 -2.0196 -2.2832 0.0712  0.2893
Mg1 -0.0375 1.3415 1.0585  1.5604
O2 0.1786 -0.8857 0.6160  -0.1535
O3 1.2282 0.1400 -0.2405  -0.3218
C3 2.1901 -0.7486 -0.4979  0.1132
C4 1.7316 -2.0321 -0.6723  -0.3721
H6 2.2237 -2.8285 -0.1104  0.3233
H7 3.2070 -0.5158 -0.1694  0.3802
H8 1.1077 -2.2152 -1.5517  0.3096

***

No. 5
Formula: C4H8MgO3Sr
Source: OMol25
Level of theory: wB97M-V/def2-TZVPD

frontier orbital gap (spin up / spin down)	0.2923 / 0.2923	hartree
spin multiplicity	2
expectation value of S²	0.754
charge	+1
electronic energy	-16694.7720	eV

Last column: Mulliken charge in e.
Geometry (Å):
O1 2.7365 2.1257 0.0675  -1.2580
Sr1 4.1505 0.5697 0.2711  1.8206
Mg1 1.0757 1.2829 0.3475  0.8649
O2 2.0106 -0.5031 0.0585  -0.9387
O3 -0.5493 0.0330 0.3470  -0.1524
C1 -1.8682 0.4528 -0.0260  0.0344
C2 -0.2147 -1.3109 -0.0306  -0.4438
C3 -1.8200 1.8482 -0.5123  -0.9476
C4 1.2146 -1.5935 0.4022  -0.5597
H1 -2.5220 0.3497 0.8613  0.3289
H2 -2.2643 -0.2286 -0.7952  0.3737
H3 -0.2984 -1.3780 -1.1274  0.3832
H4 -0.9285 -2.0046 0.4359  0.3576
H5 -0.8742 2.4220 -0.5933  0.2033
H6 1.2665 -1.7775 1.4896  0.2882
H7 1.5403 -2.5228 -0.0945  0.3476
H8 -2.6551 2.2349 -1.1013  0.2979

***

No. 6
Formula: C4H8N
Source: OMol25
Level of theory: wB97M-V/def2-TZVPD

frontier orbital gap	0.3806	hartree
spin multiplicity	1
charge	+1
electronic energy	-5756.7473	eV

Last column: Mulliken charge in e.
Geometry (Å):
C1 1.3109 0.5804 -0.4853  -0.5284
C2 1.2584 -0.5869 0.4724  -0.5546
C3 -1.2790 0.5601 0.5770  -0.2354
C4 0.0200 0.1097 0.0653  0.4163
N1 -1.1762 -0.3500 -0.5606  -0.4237
H1 1.6940 1.5267 -0.1333  0.2359
H2 1.5207 0.3840 -1.5268  0.2651
H3 1.4221 -1.5816 0.0811  0.2654
H4 1.6173 -0.4498 1.4781  0.2388
H5 -1.6680 0.1505 1.4996  0.2662
H6 -1.6361 1.5612 0.3558  0.2742
H7 -1.6049 -1.8015 -0.3256  0.4738
H8 -1.4792 -0.1029 -1.4976  0.3066

***

No. 7
Formula: C4H8N
Source: OMol25
Level of theory: wB97M-V/def2-TZVPD

frontier orbital gap	0.2889	hartree
spin multiplicity	1
charge	+1
electronic energy	-5757.0393	eV

Last column: Mulliken charge in e.
Geometry (Å):
C1 -1.3665 0.2168 1.3483  -0.9735
C2 -0.4280 0.0262 0.1723  0.9108
C3 -0.8820 -0.1922 -1.1279  -0.5656
C4 1.9063 0.0043 -0.4659  -0.8148
N1 0.8544 0.2482 0.4912  -0.1467
H1 -1.0317 -0.5815 2.0141  0.3161
H2 -1.1346 1.1750 1.8020  0.3317
H3 -2.4047 0.0178 1.0673  0.3625
H4 -0.1826 -0.2594 -1.9485  0.2475
H5 -1.9545 -0.2700 -1.2817  0.2814
H6 2.0168 -1.0943 -0.5938  0.4213
H7 1.7802 0.3789 -1.4879  0.3271
H8 2.8269 0.3304 0.0105  0.3021

***

No. 8
Formula: C4H8N
Source: OMol25
Level of theory: wB97M-V/def2-TZVPD

frontier orbital gap (spin up / spin down)	0.2971 / 0.2863	hartree
spin multiplicity	2
expectation value of S²	0.912
charge	+2
electronic energy	-5741.7974	eV

Last column: Mulliken charge in e.
Geometry (Å):
C1 0.3938 -0.2449 -1.8294  -1.0969
C2 0.0399 -0.2954 -0.3508  1.0406
C3 -0.4085 -1.5408 0.2110  -0.3931
C4 -0.1520 1.1265 1.6554  -0.6543
N1 0.1230 0.8310 0.2734  0.2024
H1 0.5631 -1.2442 -2.2324  0.4135
H2 1.2976 0.3487 -1.9747  0.3965
H3 -0.4388 0.1955 -2.3842  0.3744
H4 -0.6840 -1.6495 1.2618  0.2994
H5 -0.4988 -2.4615 -0.3759  0.3146
H6 0.2368 0.3046 2.2668  0.3846
H7 -1.2342 1.2297 1.8415  0.4010
H8 0.3529 2.0663 1.9359  0.3173

***

No. 9
Formula: C4H8N2
Source: OMol25
Level of theory: wB97M-V/def2-TZVPD

frontier orbital gap	0.3739	hartree
spin multiplicity	1
electronic energy	-7256.7447	eV

Last column: Mulliken charge in e.
Geometry (Å):
C1 -0.7043 0.1845 -0.3735  0.6394
C2 0.7127 -0.1988 -0.0361  0.5777
C3 -1.7375 -0.8349 -0.0712  -1.1926
C4 1.7245 0.8887 0.0820  -1.2479
N1 -0.8861 1.3411 -0.7953  -0.6201
N2 0.9129 -1.3986 0.3137  -0.6258
H1 -2.7488 -0.7588 -0.5120  0.3810
H2 -1.4840 -1.8708 -0.3850  0.3109
H3 -1.8969 -0.9194 0.9982  0.2763
H4 2.5560 0.5760 0.5906  0.4398
H5 1.1631 1.8219 0.5059  0.2781
H6 1.9504 1.3424 -0.8605  0.3019
H7 -1.8754 1.7425 -0.8148  0.2461
H8 1.8809 -1.7083 0.5384  0.2352

***

No. 10
Formula: C4H8N2
Source: OMol25
Level of theory: wB97M-V/def2-TZVPD

frontier orbital gap	0.4110	hartree
spin multiplicity	1
electronic energy	-7257.7599	eV

Last column: Mulliken charge in e.
Geometry (Å):
C1 -0.7748 1.0721 -0.5655  -1.5030
C2 -0.0603 -0.1170 0.0873  1.4721
C3 1.4638 0.0356 -0.0307  -1.5684
N1 -0.4710 -1.3455 -0.5908  -0.6851
C4 -0.4597 -0.1445 1.5262  0.0148
N2 -0.8218 -0.2079 2.6231  -0.4726
H1 -1.8529 0.8888 -0.6245  0.3739
H2 -0.3863 1.2185 -1.5770  0.3520
H3 -0.6166 1.9836 0.0199  0.3616
H4 1.7571 -0.2524 -1.0456  0.4027
H5 2.0007 -0.5967 0.6836  0.3843
H6 1.7624 1.0730 0.1447  0.3435
H7 -0.0609 -2.1541 -0.1295  0.2664
H8 -1.4796 -1.4538 -0.5212  0.2580

***

No. 11
Formula: C4H8N2
Source: OMol25
Level of theory: wB97M-V/def2-TZVPD

frontier orbital gap (spin up / spin down)	0.3538 / 0.3159	hartree
spin multiplicity	1
electronic energy	-7253.1265	eV

Last column: Mulliken charge in e.
Geometry (Å):
C1 2.1549 2.1728 -0.0756  -0.1713
C2 -0.5825 -0.4926 -0.4613  0.7976
C3 -2.0766 -1.0300 -0.4600  -0.9378
C4 0.0782 -0.9341 0.8209  -1.0735
N1 2.3540 1.0125 -0.4072  -0.3424
N2 -0.0855 0.1315 -1.3635  -0.6241
H1 3.0569 2.8911 0.0846  0.2418
H2 1.1953 2.6635 0.0379  0.2515
H3 -2.6232 -0.2861 -1.1088  0.3356
H4 -2.2800 -1.0166 0.6496  0.2842
H5 -1.8986 -2.0037 -0.9040  0.2759
H6 -0.2647 -0.1723 1.5691  0.2831
H7 -0.1649 -2.1162 0.9258  0.3077
H8 1.1367 -0.8197 0.6925  0.3718

***

No. 12
Formula: C4H8N2
Source: OMol25
Level of theory: wB97M-V/def2-TZVPD

frontier orbital gap	0.3473	hartree
spin multiplicity	1
electronic energy	-7253.2573	eV

Last column: Mulliken charge in e.
Geometry (Å):
C1 -1.6431 -0.8549 -0.1311  -1.2309
C2 -0.6327 0.1743 -0.5407  0.6145
N1 -0.2917 1.0727 0.6278  -0.4834
N2 -0.3751 0.4513 -1.7433  -0.5972
H1 0.2681 1.8730 0.3531  0.3164
H2 -1.0470 1.3099 1.2648  0.2794
H3 0.3262 1.1737 -1.8808  0.2503
H4 -1.6629 -1.6521 -0.8677  0.3418
H5 -2.6295 -0.3848 -0.0847  0.3439
H6 -1.4310 -1.2641 0.8550  0.3268
C3 1.6898 -0.5641 0.3768  -0.5795
C4 2.8928 -0.7212 0.3595  -0.3027
H7 3.9476 -0.8211 0.3124  0.3810
H8 0.5884 0.2073 1.0988  0.3396

***

No. 13
Formula: C4H8N2
Source: OMol25
Level of theory: wB97M-V/def2-TZVPD

frontier orbital gap	0.3545	hartree
spin multiplicity	1
electronic energy	-7254.0887	eV

Last column: Mulliken charge in e.
Geometry (Å):
C1 1.2862 -0.7970 -0.6493  -0.5122
C2 0.0928 -1.2867 -0.6274  -0.4465
C3 1.0689 -0.0557 0.6862  -0.5796
C4 -0.3725 -0.4996 0.5170  0.0581
N1 -1.0455 1.7042 -0.5784  -0.6401
N2 -1.4648 0.5862 0.2628  -0.2516
H1 2.1102 -0.7528 -1.2673  0.4662
H2 -0.4363 -2.0992 -1.1986  0.3287
H3 1.5684 -0.5917 1.4610  0.2364
H4 1.3091 1.0766 0.8315  0.2210
H5 -0.8193 -1.0317 1.4072  0.3452
H6 -0.4770 2.0788 0.1698  0.2877
H7 -0.3850 1.2779 -1.2431  0.3079
H8 -2.4352 0.3907 0.2288  0.1789

***

No. 14
Formula: C4H8N2
Source: OMol25
Level of theory: wB97M-V/def2-TZVPD

frontier orbital gap	0.3806	hartree
spin multiplicity	1
electronic energy	-7256.4371	eV

Last column: Mulliken charge in e.
Geometry (Å):
C1 0.3909 0.4847 -0.8865  -0.4620
C2 1.6624 0.7311 -0.1409  -0.0923
C3 -0.4898 -0.4578 -0.1414  0.7792
C4 -1.7551 0.0930 0.5193  -1.2054
N1 2.5062 -0.0677 0.2948  -0.6359
N2 -0.2463 -1.6999 -0.0583  -0.7032
H1 -0.0212 1.5045 -0.9270  0.1825
H2 0.7245 0.1252 -1.8829  0.3290
H3 1.9046 1.7936 0.1762  0.3195
H4 -1.6077 0.3299 1.5648  0.3142
H5 -2.5412 -0.7506 0.5380  0.3415
H6 -2.0307 1.0616 0.0038  0.3217
H7 2.2635 -1.0292 0.1887  0.3004
H8 -0.7599 -2.1184 0.7514  0.2108

***

No. 15
Formula: C4H8N2
Source: OMol25
Level of theory: wB97M-V/def2-TZVPD

frontier orbital gap	0.3258	hartree
spin multiplicity	1
electronic energy	-7255.3399	eV

Last column: Mulliken charge in e.
Geometry (Å):
C1 -1.9454 0.6405 -0.3365  -1.1194
C2 -0.9304 -0.4783 -0.1512  -0.3740
N1 0.4293 0.0140 0.0394  -0.0364
C3 1.4496 -0.3926 -0.5925  -0.3343
C4 2.2516 -0.7552 2.2668  -0.1928
N2 1.5683 0.2092 2.2509  -0.6424
H1 -1.7584 1.2045 -1.2548  0.3270
H2 -1.9302 1.3309 0.5118  0.3338
H3 -2.9470 0.2036 -0.3996  0.3302
H4 -1.1476 -1.0460 0.7599  0.2857
H5 -0.9362 -1.1718 -0.9988  0.3389
H6 0.7388 0.4460 1.0442  0.4681
H7 2.4214 -0.0643 -0.2249  0.3614
H8 1.3726 -1.1059 -1.4097  0.2543

***

No. 16
Formula: C4H8N2
Source: OMol25
Level of theory: wB97M-V/def2-TZVPD

frontier orbital gap	0.3756	hartree
spin multiplicity	1
electronic energy	-7255.6864	eV

Last column: Mulliken charge in e.
Geometry (Å):
C1 1.9022 -0.1024 -0.0451  -0.4751
N1 1.0806 -1.2650 0.2828  -0.6721
C2 0.6351 -0.3619 -0.7741  0.0504
C3 -0.6161 0.4376 -0.5212  -0.2281
C4 -1.7143 -0.0998 0.3164  -0.4783
N2 -0.7759 0.8785 0.8554  -0.5608
H1 2.8535 -0.3435 -0.5154  0.2538
H2 1.9374 0.7134 0.6739  0.2374
H3 0.5574 -1.0297 1.1276  0.3154
H4 0.7123 -0.7752 -1.7791  0.3677
H5 -1.0152 1.0170 -1.3495  0.4736
H6 -1.6458 -1.1191 0.6838  0.1890
H7 -2.7212 0.2500 0.0948  0.2886
H8 -1.1899 1.8000 0.9496  0.2385